One molecule with the formula C5H6O, computed with ωB97M-V/def2-TZVPD.

ORCA input file:
```
! RIJCOSX wB97M-V def2-TZVPD def2/J DEFGRID3
* xyz 0 1
C -0.79 -0.31 -1.63
C 0.08 -0.61 -2.55
C -0.48 0.64 -0.49
C -0.18 -0.09 0.80
C 1.19 -0.28 1.24
O 0.37 0.72 1.82
H -1.76 -0.82 -1.71
H -1.33 1.32 -0.34
H 0.39 1.26 -0.76
H -0.94 -0.80 1.14
H 2.01 0.08 0.61
H 1.44 -1.12 1.89
*
```

The calculation puts the energy above the lowest of the compared OMol25 structures with the same formula, charge and spin at 4.7381 eV. As for the HOMO energy: -10.3 eV. Its HOMO-LUMO gap is 9.847 eV. The LUMO energy is -0.472 eV. Its largest force on an atom is 0.73 eV/A.

One molecule with the formula C3H7BO2, computed with ωB97M-V/def2-TZVPD.

ORCA input file:
```
! RIJCOSX wB97M-V def2-TZVPD def2/J DEFGRID3
* xyz 0 1
B 1.60 -0.10 -0.23
C 0.11 -0.43 -0.12
C -0.92 0.38 -0.02
C -2.35 -0.06 0.02
O 1.79 1.27 -0.17
O 2.60 -0.93 0.20
H -0.20 -1.66 -0.38
H -0.77 1.41 0.06
H -2.99 0.63 -0.52
H -2.54 -0.12 1.22
H -2.53 -1.14 -0.35
H 2.79 1.34 -0.12
H 3.40 -0.59 0.42
*
```

The SMILES is C/C=C/B(O)O. The calculation puts the energy above the lowest of the compared OMol25 structures with the same formula, charge and spin at 0.9227 eV. As for the HOMO energy: -9.5 eV. Its HOMO-LUMO gap is 9.846 eV. The LUMO energy is 0.334 eV. Its largest force on an atom is 5.92 eV/A.

C30H47Cl2N4O8PmSi as an isolated structure, computed with ωB97M-V/def2-TZVPD.

ORCA input file:
```
! RIJCOSX wB97M-V def2-TZVPD def2/J DEFGRID3
* xyz 0 5
C 0.97 0.52 -4.73
C 2.41 0.14 -4.61
H 0.86 1.62 -4.78
H 0.39 0.15 -3.87
H 0.55 0.07 -5.64
C 3.34 0.59 -5.47
C 3.07 1.64 -6.48
H 4.34 0.16 -5.49
H 2.54 2.50 -6.05
H 2.47 1.30 -7.34
H 4.04 1.99 -6.87
Pm -1.30 -0.42 0.27
Cl -0.66 -2.10 -1.52
C 0.37 -2.64 1.99
O -0.11 -1.47 1.96
N 1.48 -2.94 2.65
C 2.24 -1.89 3.33
C 2.08 -4.27 2.50
H -0.10 -3.46 1.41
H 1.55 -1.26 3.91
H 2.79 -1.26 2.61
H 2.94 -2.37 4.01
H 1.26 -4.99 2.40
H 2.67 -4.50 3.39
H 2.72 -4.33 1.60
H -2.23 -0.15 6.03
H -4.62 -0.40 5.78
C -2.23 0.70 5.34
C -4.68 0.37 5.00
N -3.36 0.58 4.41
H -1.30 0.75 4.78
C -3.21 0.66 3.09
O -2.10 0.66 2.49
H -5.37 0.04 4.22
H -4.16 0.71 2.53
H -2.35 1.61 5.96
H -5.06 1.29 5.46
H -3.03 5.35 -0.16
H -0.11 3.79 -1.73
C -2.09 5.28 0.41
C -0.08 4.33 -0.78
N -1.30 4.12 -0.01
H -2.34 5.20 1.48
C -1.72 2.89 0.21
O -1.13 1.87 -0.26
H 0.80 3.99 -0.21
H -2.62 2.79 0.85
H -1.49 6.17 0.21
H -0.01 5.41 -0.97
O 2.14 -0.45 -2.27
C 2.75 -0.86 -3.49
C 5.23 -0.21 -3.31
C 4.23 -1.19 -3.36
H 4.99 0.85 -3.46
C 6.58 -0.61 -3.14
H 2.26 -1.80 -3.77
C 4.58 -2.54 -3.34
H 7.36 0.15 -3.06
C 6.92 -1.96 -3.10
C 5.92 -2.92 -3.25
H 3.76 -3.25 -3.45
H 7.97 -2.27 -3.01
H 6.17 -3.98 -3.32
Si 3.05 0.57 -1.13
Cl 2.62 2.32 -2.19
C 4.79 1.24 -0.55
C 3.65 -1.16 -0.27
C 1.89 0.75 0.35
H 5.61 0.52 -0.55
H 4.68 1.57 0.50
H 5.17 2.13 -1.08
H 1.13 1.50 0.11
H 2.47 1.07 1.22
H 1.44 -0.23 0.59
H 4.46 -1.64 -0.83
H 2.79 -1.85 -0.27
H 3.97 -1.03 0.77
O -3.11 -1.83 0.94
C -3.96 -0.99 0.46
O -3.57 -0.04 -0.31
C -5.40 -1.09 0.91
C -6.29 -0.05 0.58
C -7.55 0.03 1.18
C -7.94 -0.97 2.09
C -7.08 -2.06 2.35
C -5.82 -2.12 1.77
N -9.09 -0.79 2.93
O -9.77 0.25 2.78
O -9.36 -1.66 3.79
H -5.98 0.72 -0.12
H -8.23 0.86 0.99
H -7.44 -2.83 3.04
H -5.16 -2.96 2.00
*
```

As for the HOMO energy (alpha / beta): -6.3 / -6.3 eV. As for the expectation value of S²: 6.004. Its HOMO-LUMO gap (alpha / beta) is 4.513 / 4.514 eV. The LUMO energy (alpha / beta) is -1.787 / -1.786 eV. Its largest force on an atom is 4.46 eV/A.

One molecule with the formula C4H8O2, computed with ωB97M-V/def2-TZVPD.

ORCA input file:
```
! RIJCOSX wB97M-V def2-TZVPD def2/J DEFGRID3
* xyz 0 1
O 1.53 -1.41 -0.49
C 1.21 -0.06 -0.75
C 0.48 0.56 0.44
C -0.89 1.15 0.14
C -0.76 -0.17 0.83
O -1.07 -1.42 0.27
H 0.69 -1.80 -0.20
H 0.57 0.03 -1.65
H 2.14 0.46 -0.98
H 1.12 0.95 1.23
H -1.11 1.22 -0.92
H -1.36 1.95 0.72
H -1.01 -0.15 1.89
H -1.57 -1.31 -0.55
*
```

The SMILES is OC[C@H]1C[C@H]1O. The calculation puts the energy above the lowest of the compared OMol25 structures with the same formula, charge and spin at 2.0478 eV. As for the HOMO energy: -9.9 eV. Its HOMO-LUMO gap is 10.776 eV. The LUMO energy is 0.828 eV. Its largest force on an atom is 0.42 eV/A.

C15H12ClNO2Tc as an isolated structure, computed with ωB97M-V/def2-TZVPD.

ORCA input file:
```
! RIJCOSX wB97M-V def2-TZVPD def2/J DEFGRID3
* xyz 2 4
Cl -1.37 2.80 -3.46
C -0.73 -1.40 -2.29
C 0.70 -1.57 -2.11
C 1.35 -0.62 -2.95
H 1.19 -2.26 -1.41
C 0.36 0.13 -3.66
C -0.92 -0.34 -3.22
H -1.85 0.16 -3.47
H -1.51 -1.93 -1.73
H 2.41 -0.42 -2.98
C 0.62 1.26 -4.57
Tc 0.13 0.41 -1.54
C 1.82 1.17 -0.94
O 2.78 1.67 -0.50
C -1.44 1.56 -1.13
O -2.28 2.24 -0.72
H 1.56 1.76 -4.36
H -0.15 2.06 -4.43
H 0.62 0.93 -5.61
N -0.23 -0.40 0.29
C -0.20 -0.44 1.47
C -0.22 -0.52 2.89
C -1.45 -0.40 3.54
C -1.48 -0.45 4.93
C -0.29 -0.64 5.64
C 0.94 -0.81 4.98
C 0.98 -0.76 3.59
H -2.37 -0.26 2.96
H -2.43 -0.35 5.45
H -0.32 -0.68 6.74
H 1.85 -0.98 5.54
H 1.91 -0.91 3.05
*
```

The calculation puts the energy above the lowest of the compared OMol25 structures with the same formula, charge and spin at 1.6031 eV. As for the HOMO energy (alpha / beta): -14.7 / -14.9 eV. As for the expectation value of S²: 3.783. Its HOMO-LUMO gap (alpha / beta) is 6.542 / 2.547 eV. The LUMO energy (alpha / beta) is -8.178 / -12.308 eV. Its largest force on an atom is 4.68 eV/A.

A 14-piece molecular cluster, C2H31O14 overall, computed with ωB97M-V/def2-TZVPD.

ORCA input file:
```
! RIJCOSX wB97M-V def2-TZVPD def2/J DEFGRID3
* xyz -1 1
C 0.95 0.49 -0.32
C 0.56 -0.20 -1.63
O -0.85 -0.33 -1.52
H 0.52 1.47 -0.18
H 2.03 0.50 -0.14
H 0.38 0.00 0.46
H 0.89 -1.22 -1.75
H 0.79 0.41 -2.48
O 1.37 0.26 3.12
H 1.11 0.68 3.93
H 0.55 -0.08 2.80
O 2.75 -1.80 0.88
H 2.18 -1.06 0.68
H 2.44 -1.98 1.76
O -0.97 1.67 2.00
H -1.40 1.25 1.23
H -0.10 1.99 1.76
O 1.29 -3.75 -0.15
H 1.86 -3.07 0.23
H 0.38 -3.38 -0.02
O -0.72 -2.16 -3.66
H 0.16 -2.25 -4.04
H -0.46 -1.64 -2.89
O -0.47 3.93 -0.12
H -1.15 4.60 -0.23
H -0.69 3.15 -0.58
O -0.92 -1.26 2.49
H -0.91 -1.64 1.62
H -1.46 -0.47 2.46
O 1.55 3.01 1.83
H 2.28 2.41 1.98
H 1.50 3.06 0.87
O -2.67 0.48 0.36
H -3.14 -0.29 0.55
H -2.06 0.34 -0.43
O -3.31 -1.41 -3.07
H -2.37 -1.49 -3.27
H -3.81 -1.65 -3.84
O -1.56 2.11 -2.18
H -1.02 1.30 -2.04
H -2.17 1.79 -2.90
O 3.57 1.34 2.46
H 2.79 0.83 2.71
H 4.33 0.84 2.29
O -1.10 -2.37 -0.03
H -1.90 -2.77 -0.43
H -1.02 -1.60 -0.58
*
```

The calculation puts the energy above the lowest of the compared OMol25 structures with the same formula, charge and spin at 0.3462 eV. As for the HOMO energy: -6.0 eV. Its HOMO-LUMO gap is 8.938 eV. The LUMO energy is 2.898 eV. Its largest force on an atom is 3.12 eV/A.

A 2-piece molecular cluster, CH6NOP overall, computed with ωB97M-V/def2-TZVPD.

ORCA input file:
```
! RIJCOSX wB97M-V def2-TZVPD def2/J DEFGRID3
* xyz 0 1
C -2.98 -0.38 0.23
N 2.91 0.19 -0.16
O -0.41 0.21 -0.18
P -1.91 0.81 -0.16
H 2.28 -0.57 -0.20
H -2.92 -1.50 0.09
H -3.97 -0.01 0.24
H 3.29 0.55 0.64
H 3.59 -0.25 -0.75
H 0.13 0.96 0.23
*
```

The SMILES is C=PO.N. The calculation puts the energy above the lowest of the compared OMol25 structures with the same formula, charge and spin at 2.0325 eV. As for the HOMO energy: -9.3 eV. Its HOMO-LUMO gap is 9.995 eV. The LUMO energy is 0.737 eV. Its largest force on an atom is 3.97 eV/A.

A 12-piece molecular cluster, H24O12 overall, computed with ωB97M-V/def2-TZVPD.

ORCA input file:
```
! RIJCOSX wB97M-V def2-TZVPD def2/J DEFGRID3
* xyz 0 1
H 1.02 -0.43 -0.35
H 0.03 0.69 -0.61
H -2.72 0.24 -1.54
H -1.68 -0.01 -0.45
H 0.81 -0.90 -2.00
H 0.64 -2.31 -1.47
H 0.67 3.15 0.23
H -0.37 2.53 1.16
H -5.23 0.74 -1.79
H -4.13 1.42 -1.00
H -3.26 -1.63 -0.35
H -4.23 -2.73 0.05
H 4.92 -2.07 1.21
H 4.86 -2.53 -0.24
H 4.92 3.26 -1.10
H 3.69 3.56 -1.95
H -3.81 -0.39 0.64
H -2.37 -0.75 0.98
H 1.12 0.85 2.64
H 1.83 -0.30 1.95
H 2.85 -1.47 -0.90
H 2.01 -2.39 -0.02
H -0.54 0.64 0.96
H -1.29 1.24 2.13
O 0.86 0.50 -0.17
O -2.27 -0.47 -1.07
O 1.31 -1.68 -1.74
O 0.58 2.52 0.95
O -5.04 1.12 -0.93
O -3.59 -2.12 0.42
O 4.55 -2.75 0.65
O 3.96 3.18 -1.10
O -3.06 -0.10 1.17
O 1.27 0.46 1.77
O 2.48 -1.55 -0.01
O -0.80 0.46 1.87
*
```

The SMILES is O.O.O.O.O.O.O.O.O.O.O.O. The calculation puts the energy above the lowest of the compared OMol25 structures with the same formula, charge and spin at 9.6424 eV. As for the HOMO energy: -8.2 eV. Its HOMO-LUMO gap is 7.935 eV. The LUMO energy is -0.272 eV. Its largest force on an atom is 6.41 eV/A.

An isolated ion of composition C7H6NO3S2 and charge -1, computed with ωB97M-V/def2-TZVPD.

ORCA input file:
```
! RIJCOSX wB97M-V def2-TZVPD def2/J DEFGRID3
* xyz -1 1
C 0.08 1.18 1.51
C -0.75 0.32 1.34
C 1.23 1.54 0.79
C 0.95 0.91 -0.59
C -1.31 -0.53 0.33
C 0.15 -0.22 -0.77
C -2.60 -0.07 -0.27
N 2.24 2.26 1.11
O 1.35 -1.28 1.47
O 0.16 -2.77 -0.11
O 2.35 -1.62 -0.71
S 1.85 1.53 -1.85
S 1.14 -1.64 0.05
H -1.22 -1.57 0.40
H 0.16 -0.69 -1.81
H -2.55 1.08 -0.39
H -3.46 -0.23 0.40
H -2.68 -0.47 -1.25
H 2.93 2.28 0.37
*
```

The SMILES is [H]/N=C1/C#C[C@@H](C)[C@H](S(=O)(=O)[O-])C1=S. The calculation puts the energy above the lowest of the compared OMol25 structures with the same formula, charge and spin at 3.4709 eV. As for the HOMO energy: -5.3 eV. Its HOMO-LUMO gap is 7.497 eV. The LUMO energy is 2.201 eV. Its largest force on an atom is 4.55 eV/A.

A 2-piece molecular cluster, C2H5NO4 overall, computed with ωB97M-V/def2-TZVPD.

ORCA input file:
```
! RIJCOSX wB97M-V def2-TZVPD def2/J DEFGRID3
* xyz 0 1
C -0.54 -0.39 -0.01
C 0.49 0.70 -0.40
N -0.06 1.83 -0.88
O -0.85 -1.31 -0.78
O 0.83 -1.74 1.05
O -1.27 -0.01 1.03
O 1.68 0.52 -0.27
H -1.91 -0.71 1.25
H 0.56 -2.30 0.22
H 1.57 -1.18 0.77
H -1.05 1.99 -0.86
H 0.55 2.60 -1.13
*
```

The SMILES is NC(=O)C(=O)O.O. The calculation puts the energy above the lowest of the compared OMol25 structures with the same formula, charge and spin at 1.4612 eV. As for the HOMO energy: -10.3 eV. Its HOMO-LUMO gap is 10.895 eV. The LUMO energy is 0.584 eV. Its largest force on an atom is 2.80 eV/A.

C20H57N12O9P3Sr as an isolated structure, computed with ωB97M-V/def2-TZVPD.

ORCA input file:
```
! RIJCOSX wB97M-V def2-TZVPD def2/J DEFGRID3
* xyz 0 1
Sr -8.80 0.09 25.98
N -6.34 1.84 26.32
O -6.28 0.58 26.18
O -5.40 2.55 26.67
O -7.48 2.34 26.29
N -12.01 -0.58 26.24
O -11.38 -1.55 25.96
O -11.27 0.32 26.62
O -13.27 -0.41 26.13
O -9.70 1.20 23.95
P -10.06 2.23 22.92
N -8.79 3.05 22.03
C -8.20 2.49 20.74
C -8.09 4.06 22.84
N -11.16 3.46 23.39
C -11.67 4.54 22.51
C -11.68 3.40 24.77
N -11.03 1.55 21.72
C -12.22 0.74 22.21
C -11.20 2.03 20.30
H -8.78 1.64 20.38
H -7.18 2.14 20.90
H -8.24 3.20 19.91
H -8.87 4.79 23.07
H -7.29 4.53 22.28
H -7.65 3.65 23.75
H -11.00 4.52 21.65
H -12.71 4.43 22.21
H -11.40 5.50 22.94
H -11.83 2.36 25.07
H -11.10 3.87 25.57
H -12.67 3.84 24.67
H -12.36 1.00 23.25
H -13.09 1.04 21.62
H -12.05 -0.33 22.09
H -11.36 1.21 19.61
H -10.46 2.79 20.06
H -12.16 2.56 20.30
O -8.50 0.37 28.36
P -8.75 0.76 29.81
N -10.06 -0.08 30.53
C -10.79 0.23 31.72
C -10.52 -1.24 29.80
N -9.05 2.45 30.08
C -7.87 3.37 29.93
C -10.20 3.07 29.55
N -7.52 0.36 30.89
C -6.71 -0.79 30.68
C -7.57 0.80 32.28
H -10.41 -0.25 32.62
H -11.87 0.05 31.72
H -10.53 1.26 31.96
H -11.34 -1.73 30.33
H -9.69 -1.96 29.84
H -10.82 -1.02 28.78
H -7.23 2.86 29.21
H -8.11 4.42 29.76
H -7.30 3.31 30.86
H -10.39 2.77 28.51
H -11.06 2.92 30.20
H -10.10 4.12 29.27
H -7.30 -1.65 30.99
H -6.54 -1.03 29.63
H -5.68 -0.86 31.04
H -7.72 1.88 32.29
H -6.60 0.67 32.75
H -8.43 0.39 32.81
O -7.78 -1.38 24.20
P -7.25 -2.16 23.10
N -6.50 -3.62 23.55
C -5.52 -4.26 22.62
C -6.32 -3.86 24.97
N -6.14 -1.23 22.08
C -6.24 -1.36 20.65
C -5.37 -0.11 22.65
N -8.48 -2.62 22.03
C -9.07 -3.96 22.05
C -9.26 -1.55 21.32
H -4.50 -4.24 22.99
H -5.49 -3.70 21.69
H -5.67 -5.31 22.34
H -6.25 -4.92 25.21
H -7.07 -3.37 25.59
H -5.42 -3.43 25.42
H -6.45 -2.41 20.43
H -7.10 -0.79 20.30
H -5.36 -1.01 20.10
H -5.71 0.90 22.38
H -5.46 -0.35 23.71
H -4.29 -0.19 22.52
H -8.25 -4.68 22.05
H -9.74 -4.08 22.90
H -9.67 -4.09 21.15
H -9.11 -0.56 21.76
H -10.31 -1.70 21.56
H -9.06 -1.42 20.26
C -10.25 -4.57 26.82
C -9.35 -3.39 27.02
N -8.68 -2.47 27.11
H -9.81 -5.48 27.23
H -10.32 -4.55 25.73
H -11.21 -4.36 27.30
*
```

As for the HOMO energy: -8.2 eV. Its HOMO-LUMO gap is 8.700 eV. The LUMO energy is 0.541 eV. Its largest force on an atom is 5.86 eV/A.

One molecule with the formula C4H5I, computed with ωB97M-V/def2-TZVPD.

ORCA input file:
```
! RIJCOSX wB97M-V def2-TZVPD def2/J DEFGRID3
* xyz 0 3
C 0.37 -0.65 0.94
C -0.28 0.50 1.07
C 0.46 -0.66 -0.56
C -0.23 0.73 -0.54
I -2.10 0.88 -1.56
H 0.74 -1.36 1.66
H -0.69 1.12 1.84
H 1.46 -0.68 -0.98
H -0.13 -1.45 -1.03
H 0.39 1.57 -0.83
*
```

The calculation puts the energy above the lowest of the compared OMol25 structures with the same formula, charge and spin at 0.9042 eV. As for the HOMO energy (alpha / beta): -4.9 / -9.6 eV. As for the expectation value of S²: 2.007. Its HOMO-LUMO gap (alpha / beta) is 5.785 / 6.261 eV. The LUMO energy (alpha / beta) is 0.903 / -3.362 eV. Its largest force on an atom is 4.86 eV/A.